#1
C16H48N4O8 | ωB97M-V/def2-TZVPD

LUMO energy = -0.36 eV
frontier orbital gap = 0.297 hartree
HOMO level = -8.4 eV

Positions of all 76 atoms, in Å:
N: -2.9834 2.9375 -1.1970
C: -4.2294 2.9755 -0.8960
N: -4.3504 3.3695 0.3200
O: -5.2804 2.6075 -1.7200
H: -2.7934 2.4865 -2.1350
H: -2.1064 3.1465 -0.6270
H: -5.3124 3.2315 0.7120
H: -3.5294 3.4315 0.8680
N: 0.0846 5.5195 0.4650
C: 0.1556 4.2205 0.5650
N: 1.3906 3.8945 0.7360
O: -0.9504 3.3935 0.3340
H: -0.8644 5.7435 0.0700
H: 0.8416 6.2375 0.4120
H: 1.4986 2.9455 0.8450
H: 2.1846 4.6015 0.8080
C: 2.2266 -1.8635 -2.4410
C: 3.2936 -2.5375 -1.5800
C: 4.6436 -1.8405 -1.8460
O: 3.0786 -2.5925 -0.3240
H: 2.0086 -0.9065 -2.0320
H: 1.3786 -2.5375 -2.4090
H: 2.5036 -1.6685 -3.5290
H: 3.4176 -3.5165 -1.8920
H: 4.4016 -0.7895 -1.8150
H: 5.0236 -1.9275 -2.8560
H: 5.3996 -2.1365 -1.1020
H: 2.9856 -1.6885 -0.0260
C: 0.6016 -0.3035 1.7390
C: 1.7456 0.5405 1.1840
C: 2.3936 1.4125 2.2100
O: 2.5996 -0.0255 0.4980
H: 0.4166 -1.0245 0.9970
H: -0.3064 0.2865 1.7690
H: 0.7796 -0.7915 2.7070
H: 1.2656 1.2825 0.5560
H: 2.9376 0.8085 2.9250
H: 1.7326 1.9045 2.8080
H: 3.0516 2.1595 1.9300
H: 3.2366 0.6515 0.2120
C: -3.0394 -1.1705 1.0220
C: -3.1954 0.2305 1.5480
C: -2.9574 0.2675 3.0670
O: -2.5254 1.1885 1.0990
H: -3.2274 -1.2905 -0.0310
H: -3.6404 -1.9275 1.4590
H: -2.0164 -1.4885 1.0130
H: -4.2584 0.4705 1.3640
H: -3.5674 -0.2905 3.6440
H: -3.0234 1.2695 3.4030
H: -1.9284 0.0675 3.2890
H: -2.8854 1.5875 0.3060
C: -0.0114 -3.8365 0.3070
C: 0.8486 -4.5255 1.3770
C: 1.5946 -5.7765 0.8390
O: 1.6706 -3.7765 1.8580
H: 0.7086 -3.3225 -0.3840
H: -0.6954 -3.0505 0.6870
H: -0.5954 -4.5205 -0.2780
H: 0.1286 -4.8845 2.1090
H: 1.9806 -6.4645 1.5570
H: 2.3406 -5.4915 0.1410
H: 0.9356 -6.3565 0.2600
H: 2.1186 -3.3765 1.0520
C: -0.4524 3.0455 -3.0440
O: -1.4034 2.0515 -3.4520
H: -0.1774 2.8585 -2.0230
H: -0.9054 3.9885 -3.2290
H: 0.4006 2.9075 -3.6300
H: -1.0694 1.2635 -3.0640
C: -0.9354 -0.7905 -1.8280
O: -0.6964 0.4875 -1.2460
H: -2.0264 -0.9995 -2.0140
H: -0.4954 -1.5965 -1.2530
H: -0.4474 -0.9065 -2.8000
H: -1.1244 0.5195 -0.3690

=====

#2
C16H48N4O8 | ωB97M-V/def2-TZVPD

LUMO energy = -0.63 eV
frontier orbital gap = 0.301 hartree
HOMO level = -8.8 eV

Positions of all 76 atoms, in Å:
N: -2.5581 -1.8710 -6.0822
C: -2.0392 -0.6776 -5.9490
N: -1.9288 -0.4094 -4.6609
O: -1.7922 0.2042 -7.0174
H: -2.7307 -2.2038 -7.0139
H: -3.1357 -2.3051 -5.3533
H: -1.6380 0.6214 -4.5939
H: -2.3975 -1.0060 -3.8937
N: -1.0477 -3.4182 -1.9796
C: -2.2363 -3.0022 -1.6840
N: -2.5820 -3.3985 -0.5072
O: -2.9129 -2.2778 -2.6152
H: -0.6584 -3.1673 -2.9864
H: -0.7219 -4.2839 -1.5074
H: -3.5943 -3.2448 -0.2806
H: -1.9928 -4.0198 0.0719
C: 2.3152 -3.2313 -1.0487
C: 1.7098 -2.2426 -0.0907
C: 2.5199 -1.0290 0.2569
O: 0.6090 -1.7955 -0.4918
H: 2.4707 -2.8574 -2.1021
H: 1.7458 -4.1472 -1.1261
H: 3.2871 -3.4197 -0.6537
H: 1.5562 -2.7657 0.7859
H: 3.4654 -1.2920 0.7979
H: 2.0711 -0.2723 0.8329
H: 3.0195 -0.7931 -0.6358
H: 0.0481 -2.5057 -0.8457
C: 2.9473 1.7926 2.5736
C: 2.5006 2.9710 1.7375
C: 1.3337 3.8193 2.2815
O: 3.3963 3.8243 1.4854
H: 2.1578 1.4117 3.1894
H: 3.7031 2.1350 3.3120
H: 3.2011 0.9806 2.0943
H: 2.0973 2.6142 0.8134
H: 1.0582 4.7635 1.6852
H: 1.3836 4.0578 3.3425
H: 0.4305 3.1063 2.2630
H: 2.9424 4.2590 0.6913
C: -2.1499 0.6501 -0.8804
C: -1.6054 0.9081 0.5049
C: -1.9706 -0.0743 1.4938
O: -0.3520 0.9599 0.4753
H: -1.9008 1.3957 -1.5880
H: -3.2465 0.6479 -0.7487
H: -1.7897 -0.3273 -1.1771
H: -2.0194 1.8524 0.8283
H: -1.7104 0.2323 2.5501
H: -1.4523 -0.9749 1.2662
H: -3.0397 -0.3496 1.6128
H: -0.0764 0.0535 0.3324
C: -0.3668 0.5476 4.9199
C: 0.5756 -0.6087 4.6281
C: 0.7602 -1.0393 3.2072
O: 1.7283 -0.3528 5.0031
H: -0.1194 1.4172 4.2736
H: -0.4506 0.8254 5.9779
H: -1.3438 0.1019 4.6373
H: 0.2269 -1.4577 5.2466
H: 1.4464 -1.8833 3.2017
H: 0.9727 -0.2283 2.5255
H: -0.0357 -1.6020 2.9181
H: 2.3167 -1.0579 4.6597
C: 0.7767 0.6268 -3.1738
O: 1.6144 -0.5172 -2.8374
H: -0.2072 0.4219 -2.7725
H: 0.8075 0.5535 -4.2318
H: 1.2649 1.4943 -2.7190
H: 1.3756 -0.9131 -1.9726
C: -1.5558 4.1963 -0.5662
O: -0.3127 3.6657 -0.3682
H: -1.4925 4.9708 -1.3596
H: -1.9985 4.6041 0.3269
H: -2.2303 3.5923 -1.1416
H: -0.4426 2.7448 -0.1483

=====

Energy ordering: #1 at the bottom, the next structure 1.108 eV above.

=====

#1
C5H13N3O | ωB97M-V/def2-TZVPD

LUMO energy = 0.97 eV
frontier orbital gap = 0.345 hartree
HOMO level = -8.4 eV

Positions of all 22 atoms, in Å:
H: 1.4288 -0.8627 -2.3476
N: 1.0726 -0.7270 -1.4043
C: 1.1627 0.4805 -0.9666
N: 1.5340 1.5617 -1.7114
C: 0.6433 0.7549 0.4019
C: 1.2704 -0.1563 1.4477
C: -0.9644 0.5280 0.3255
O: -1.4261 1.5666 -0.5177
N: -1.3472 -0.7271 -0.2022
C: -1.7117 -1.7575 0.7511
H: 1.2095 2.4674 -1.4156
H: 1.6236 1.4392 -2.7099
H: 0.7928 1.8061 0.6598
H: 1.2204 -1.1926 1.1231
H: 0.7588 -0.0566 2.4054
H: 2.3213 0.1046 1.5819
H: -1.3467 0.6725 1.3490
H: -2.2513 1.2534 -0.9045
H: -0.5066 -1.0498 -0.8627
H: -2.2333 -2.5504 0.2168
H: -2.3934 -1.3542 1.5038
H: -0.8573 -2.2005 1.2763

=====

#2
C5H13N3O | ωB97M-V/def2-TZVPD

LUMO energy = 0.77 eV
frontier orbital gap = 0.321 hartree
HOMO level = -8.0 eV

Positions of all 22 atoms, in Å:
C: 0.6949 -1.8936 -1.6869
C: 0.8565 0.9977 -1.3797
N: -0.2342 -1.1420 -0.8659
C: -0.0311 0.1487 -0.5029
N: -1.0933 -2.0008 -0.1010
N: -1.0918 0.8328 0.1515
H: -1.4038 -1.4993 0.7401
H: -0.5035 -2.7480 0.2647
H: -1.9897 0.3695 0.0526
H: 1.0998 -1.2745 -2.4810
H: 0.1449 -2.7200 -2.1368
H: 1.5203 -2.2984 -1.0870
H: 0.3990 1.1012 -2.3692
H: 0.9191 1.9883 -0.9389
H: 1.8592 0.5888 -1.4859
C: -0.1091 1.9821 2.1655
C: -0.5616 0.6656 1.5556
O: -1.0743 -0.2292 2.2609
H: 0.6627 0.2271 0.8774
H: 0.4983 2.5647 1.4745
H: -1.0078 2.5541 2.4105
H: 0.4456 1.7855 3.0817

=====

Energy ordering: #1 at the bottom, the next structure 3.269 eV above.

=====

#1
C5H13N3O | ωB97M-V/def2-TZVPD

LUMO energy = 0.89 eV
frontier orbital gap = 0.348 hartree
HOMO level = -8.6 eV

Positions of all 22 atoms, in Å:
C: -2.0403 -1.3153 -0.7326
N: -0.8510 -1.3122 0.0943
N: -1.0430 -1.4069 1.4917
C: 0.4200 -1.6947 -0.4303
O: 1.3651 -2.0225 0.2870
H: -2.4490 -2.3294 -0.7734
H: -1.7820 -0.9806 -1.7401
H: -2.7793 -0.6300 -0.3086
H: -0.1565 -1.7283 1.8976
H: -1.1650 -0.4544 1.8381
H: 0.3633 -1.9823 -1.4951
C: 2.2409 1.0734 0.1750
C: 1.2064 0.8632 -0.8941
N: -0.0135 1.3294 -0.8895
C: -0.4940 2.0355 0.2853
H: 3.1735 0.5949 -0.1343
H: 2.4210 2.1393 0.3323
H: 1.9128 0.6076 1.1064
H: 1.5942 0.5283 -1.8685
H: -1.5798 1.9190 0.3462
H: -0.0684 1.6622 1.2218
H: -0.2755 3.1038 0.1905

=====

#2
C5H13N3O | ωB97M-V/def2-TZVPD

LUMO energy = 0.14 eV
frontier orbital gap = 0.306 hartree
HOMO level = -8.2 eV

Positions of all 22 atoms, in Å:
C: -1.8599 -0.8296 0.9318
C: -1.0079 -1.0920 -0.0455
C: -0.8414 -0.2616 -1.3917
O: 0.3569 -0.5697 -1.9964
N: -1.0878 1.1544 -1.1992
C: -0.0194 2.0765 -1.5473
H: -2.3988 0.1032 0.9986
H: -2.0669 -1.5439 1.7144
H: -0.5167 -2.0582 -0.1100
H: -1.6325 -0.6630 -2.0476
H: 1.1410 -0.3372 -1.3422
H: -1.3873 1.3396 -0.2497
H: -0.4327 3.0854 -1.5276
H: 0.3186 1.8607 -2.5592
H: 0.8398 2.0414 -0.8660
H: 2.5534 -1.0657 0.2306
N: 1.9407 -0.2357 0.0759
N: 1.1693 0.0520 0.9877
C: 1.2277 -0.6520 2.2336
H: 1.7667 -0.0096 2.9447
H: 0.2160 -0.7633 2.6070
H: 1.7213 -1.6317 2.1577

=====

Energy ordering: #1 at the bottom, the next structure 1.388 eV above.